Here is a 7-piece molecular cluster, C33H62BN15O11S overall in a non-equilibrium geometry from the OMol25 dataset. Energies are from wB97M-V/def2-TZVPD.

Bonds (Å) are listed after each position.
Atoms and positions in Å:
1 H -4.209 -3.588 1.951  N2 1.023
2 N -4.864 -3.070 1.361  H1 1.023, C3 1.268
3 C -4.302 -1.972 1.070  N2 1.268, C4 1.524, H39 1.098
4 C -4.951 -0.937 0.159  C3 1.524, C5 1.516, H40 1.086, H41 1.098
5 C -4.059 0.256 -0.125  C4 1.516, C6 1.404, C15 1.401
6 C -2.857 0.061 -0.823  C5 1.404, C7 1.529, C9 1.388
7 C -2.461 -1.324 -1.336  C6 1.529, C8 1.557, H42 1.098, H43 1.090
8 C -1.334 -1.966 -0.474  C7 1.557, H44 1.089, H45 1.090, H46 1.096
9 C -2.022 1.145 -1.059  C6 1.388, C10 1.379, S38 1.806
10 C -2.341 2.427 -0.665  C9 1.379, C11 1.375, N19 1.428
11 C -3.520 2.604 0.021  C10 1.375, B12 1.598, C15 1.374
12 B -3.895 4.086 0.486  C11 1.598, O13 1.386, O14 1.377
13 O -3.333 4.666 1.612  B12 1.386, H47 0.966
14 O -4.821 4.837 -0.204  B12 1.377, H48 0.978
15 C -4.362 1.556 0.303  C5 1.401, C11 1.374, C16 1.525
16 C -5.644 1.772 1.101  C15 1.525, C17 1.523, H49 1.096, H50 1.098
17 C -5.478 1.289 2.535  C16 1.523, C18 1.334, H51 1.094
18 C -6.003 0.171 3.039  C17 1.334, H52 1.089, H53 1.092
19 N -1.505 3.550 -0.944  C10 1.428, C20 1.430, H54 1.019
20 C -0.132 3.318 -0.624  N19 1.430, C21 1.392, C37 1.374
21 C 0.560 4.301 0.079  C20 1.392, O22 1.376, C23 1.369
22 O -0.051 5.478 0.448  C21 1.376, H55 0.963
23 C 1.866 4.063 0.410  C21 1.369, C24 1.378, H56 1.089
24 C 2.543 2.908 0.082  C23 1.378, C25 1.522, C31 1.388
25 C 3.979 2.803 0.577  C24 1.522, C26 1.548, H57 1.102, H58 1.096
26 C 4.969 2.043 -0.339  C25 1.548, C27 1.536, H59 1.094, H60 1.100
27 C 4.880 2.385 -1.834  C26 1.536, C28 1.544, H61 1.098, H62 1.093
28 C 5.696 1.355 -2.644  C27 1.544, C29 1.527, H63 1.102, H64 1.097
29 C 5.158 -0.073 -2.574  C28 1.527, N30 1.486, H65 1.095, H66 1.102
30 N 5.905 -0.983 -3.480  C29 1.486, H67 1.017, H68 1.015
31 C 1.858 1.935 -0.634  C24 1.388, O32 1.374, C37 1.392
32 O 2.486 0.767 -0.995  C31 1.374, C33 1.443
33 C 2.168 -0.381 -0.180  O32 1.443, C34 1.522, H69 1.092, H70 1.099
34 C 1.774 -0.097 1.262  C33 1.522, C35 1.566, O36 1.438, H71 1.094
35 C 2.120 -1.388 2.079  C34 1.566, H72 1.096, H73 1.095, H74 1.091
36 O 0.357 0.088 1.421  C34 1.438, H75 0.964
37 C 0.531 2.169 -0.982  C20 1.374, C31 1.392, S38 1.794
38 S -0.442 0.989 -1.919  C9 1.806, C37 1.794
39 H -3.304 -1.724 1.456  C3 1.098
40 H -5.914 -0.683 0.593  C4 1.086
41 H -5.137 -1.449 -0.794  C4 1.098
42 H -2.022 -1.170 -2.330  C7 1.098
43 H -3.290 -2.030 -1.372  C7 1.090
44 H -1.495 -1.825 0.594  C8 1.089
45 H -0.425 -1.412 -0.706  C8 1.090
46 H -1.139 -3.005 -0.763  C8 1.096
47 H -3.106 3.957 2.228  O13 0.966
48 H -5.667 4.841 0.287  O14 0.978
49 H -6.445 1.179 0.646  C16 1.096
50 H -5.994 2.812 1.077  C16 1.098
51 H -4.847 1.884 3.204  C17 1.094
52 H -6.959 -0.265 2.749  C18 1.089
53 H -5.431 -0.375 3.792  C18 1.092
54 H -1.618 3.812 -1.923  N19 1.019
55 H -0.327 5.961 -0.337  O22 0.963
56 H 2.388 4.830 0.981  C23 1.089
57 H 3.955 2.290 1.553  C25 1.102
58 H 4.370 3.809 0.768  C25 1.096
59 H 4.836 0.976 -0.138  C26 1.094
60 H 6.001 2.259 -0.026  C26 1.100
61 H 5.343 3.368 -1.996  C27 1.098
62 H 3.860 2.442 -2.221  C27 1.093
63 H 6.730 1.319 -2.267  C28 1.102
64 H 5.779 1.616 -3.707  C28 1.097
65 H 4.101 -0.169 -2.842  C29 1.095
66 H 5.253 -0.505 -1.565  C29 1.102
67 H 5.271 -1.700 -3.822  N30 1.017
68 H 6.587 -1.512 -2.946  N30 1.015
69 H 1.432 -0.981 -0.720  C33 1.092
70 H 3.090 -0.980 -0.145  C33 1.099
71 H 2.354 0.705 1.728  C34 1.094
72 H 3.161 -1.369 2.422  C35 1.096
73 H 1.987 -2.260 1.430  C35 1.095
74 H 1.444 -1.396 2.934  C35 1.091
75 H 0.263 0.959 1.825  O36 0.964
76 N -8.112 7.449 2.223  C77 1.365, H80 1.002, H81 1.003
77 C -6.887 6.856 2.123  N76 1.365, N78 1.362, O79 1.219
78 N -5.928 7.346 2.956  C77 1.362, H82 1.006, H83 1.002
79 O -6.660 5.949 1.342  C77 1.219
80 H -8.318 8.196 2.858  N76 1.002
81 H -8.838 7.108 1.620  N76 1.003
82 H -5.016 6.925 2.899  N78 1.006
83 H -6.083 8.090 3.608  N78 1.002
84 N -3.301 -5.887 0.191  C85 1.360, H88 1.002, H89 1.007
85 C -2.275 -5.571 1.025  N84 1.360, N86 1.364, O87 1.225
86 N -1.081 -6.169 0.746  C85 1.364, H90 1.005, H91 1.002
87 O -2.414 -4.798 1.965  C85 1.225
88 H -3.213 -6.515 -0.584  N84 1.002
89 H -4.192 -5.456 0.373  N84 1.007
90 H -0.305 -5.952 1.346  N86 1.005
91 H -0.945 -6.805 -0.016  N86 1.002
92 N 3.132 -4.881 -2.140  C93 1.372, H96 1.002, H97 1.004
93 C 3.168 -4.204 -3.332  N92 1.372, N94 1.364, O95 1.215
94 N 2.186 -4.549 -4.215  C93 1.364, H98 1.005, H99 1.003
95 O 4.011 -3.365 -3.581  C93 1.215
96 H 2.446 -5.575 -1.914  N92 1.002
97 H 3.840 -4.656 -1.465  N92 1.004
98 H 2.180 -4.077 -5.102  N94 1.005
99 H 1.483 -5.239 -4.027  N94 1.003
100 N 3.191 7.697 0.197  C101 1.366, H104 1.002, H105 1.003
101 C 4.459 7.200 0.094  N100 1.366, N102 1.369, O103 1.217
102 N 5.368 7.766 0.946  C101 1.369, H106 1.003, H107 1.002
103 O 4.756 6.320 -0.693  C101 1.217
104 H 2.926 8.420 0.839  N100 1.002
105 H 2.496 7.305 -0.410  N100 1.003
106 H 6.311 7.426 0.900  N102 1.003
107 H 5.143 8.490 1.600  N102 1.002
108 N 4.056 -7.139 -4.519  C109 1.367, H112 1.002, H113 1.005
109 C 4.028 -7.462 -5.847  N108 1.367, N110 1.368, O111 1.218
110 N 4.696 -8.608 -6.180  C109 1.368, H114 1.003, H115 1.002
111 O 3.449 -6.779 -6.673  C109 1.218
112 H 4.524 -7.686 -3.822  N108 1.002
113 H 3.575 -6.301 -4.243  N108 1.005
114 H 4.695 -8.873 -7.147  N110 1.003
115 H 5.179 -9.183 -5.518  N110 1.002
116 N -0.626 -5.712 6.605  C117 1.371, H120 1.001, H121 1.003
117 C -0.427 -5.368 5.293  N116 1.371, N118 1.361, O119 1.221
118 N -1.517 -5.491 4.486  C117 1.361, H122 1.013, H123 1.002
119 O 0.654 -4.979 4.880  C117 1.221
120 H -1.503 -6.034 6.968  N116 1.001
121 H 0.158 -5.632 7.224  N116 1.003
122 H -1.404 -5.242 3.511  N118 1.013
123 H -2.411 -5.811 4.805  N118 1.002

Results
net charge: 0
SMILES: [H]/N=C/Cc1c(CC)c2c(c(B(O)O)c1CC=C)Nc1c(O)cc(CCCCCN)c(OC[C@H](C)O)c1S2.NC(N)=O.NC(N)=O.NC(N)=O.NC(N)=O.NC(N)=O.NC(N)=O
E_HOMO: -7.7 eV
LUMO energy: -0.09 eV

Atom charges from the Mulliken analysis, given in e for atoms 1 to 99: atom 1 (H): 0.312, atom 2 (N): -0.983, atom 3 (C): -0.045, atom 4 (C): -1.734, atom 5 (C): 1.292, atom 6 (C): 0.344, atom 7 (C): -1.931, atom 8 (C): 0.830, atom 9 (C): 1.360, atom 10 (C): -1.064, atom 11 (C): -0.248, atom 12 (B): 0.909, atom 13 (O): -0.604, atom 14 (O): -0.665, atom 15 (C): 0.105, atom 16 (C): -1.000, atom 17 (C): -0.183, atom 18 (C): -0.772, atom 19 (N): 0.164, atom 20 (C): -0.439, atom 21 (C): 0.264, atom 22 (O): -0.647, atom 23 (C): -0.945, atom 24 (C): 1.843, atom 25 (C): -1.250, atom 26 (C): -0.721, atom 27 (C): 0.032, atom 28 (C): -1.083, atom 29 (C): 0.302, atom 30 (N): -0.828, atom 31 (C): -1.069, atom 32 (O): -0.161, atom 33 (C): -0.922, atom 34 (C): 0.839, atom 35 (C): -1.650, atom 36 (O): -0.368, atom 37 (C): 0.486, atom 38 (S): -0.689, atom 39 (H): 0.605, atom 40 (H): 0.322, atom 41 (H): 0.583, atom 42 (H): 0.810, atom 43 (H): 0.337, atom 44 (H): 0.180, atom 45 (H): -1.129, atom 46 (H): 0.479, atom 47 (H): 0.310, atom 48 (H): 0.411, atom 49 (H): 0.503, atom 50 (H): 0.082, atom 51 (H): 0.274, atom 52 (H): 0.367, atom 53 (H): 0.248, atom 54 (H): 0.283, atom 55 (H): 0.305, atom 56 (H): 0.522, atom 57 (H): 0.430, atom 58 (H): 0.345, atom 59 (H): 0.057, atom 60 (H): 0.600, atom 61 (H): 0.397, atom 62 (H): 0.045, atom 63 (H): 0.214, atom 64 (H): 0.330, atom 65 (H): 0.047, atom 66 (H): 0.151, atom 67 (H): 0.423, atom 68 (H): 0.260, atom 69 (H): 0.182, atom 70 (H): 0.503, atom 71 (H): 0.088, atom 72 (H): 0.396, atom 73 (H): 0.296, atom 74 (H): 0.455, atom 75 (H): 0.281, atom 76 (N): -0.435, atom 77 (C): 0.541, atom 78 (N): -0.340, atom 79 (O): -0.653, atom 80 (H): 0.152, atom 81 (H): 0.219, atom 82 (H): 0.220, atom 83 (H): 0.171, atom 84 (N): -0.434, atom 85 (C): 0.851, atom 86 (N): -0.435, atom 87 (O): -0.721, atom 88 (H): 0.160, atom 89 (H): 0.251, atom 90 (H): 0.204, atom 91 (H): 0.159, atom 92 (N): -0.329, atom 93 (C): 0.578, atom 94 (N): -0.361, atom 95 (O): -0.765, atom 96 (H): 0.177, atom 97 (H): 0.206, atom 98 (H): 0.186, atom 99 (H): 0.199